# 1
ORCA calculation (ωB97M-V with the def2-TZVPD basis set) on C14H10N7OPtSe2 as an isolated structure at a distorted geometry.

Positions of all 35 atoms, in Å:
Pt 0.23041 0.54961 -1.90057
Se 2.02871 1.31380 5.49818
N 2.14242 -0.03970 4.32391
C 1.57329 0.35260 3.19110
C 1.47423 -0.47606 2.03360
C 1.84140 -1.81831 2.00625
C 1.72172 -2.52496 0.82337
C 1.29922 -1.85933 -0.32695
N 0.95119 -0.58963 -0.33328
C 0.95921 0.10916 0.83635
C 0.41029 1.40499 0.83185
N -0.16852 1.84878 -0.32282
C -0.76033 3.02418 -0.32255
C -0.81468 3.85647 0.79775
C -0.19981 3.45425 1.96750
C 0.41825 2.20934 2.01347
C 1.04826 1.68554 3.18317
N 1.17282 2.36216 4.31835
H 2.19595 -2.28775 2.91247
H 1.97193 -3.57221 0.76819
H 1.24712 -2.38340 -1.27082
H -1.21820 3.34760 -1.25006
H -1.32575 4.80381 0.73105
H -0.19015 4.07792 2.85045
Se -0.72777 1.83241 -3.60338
N -1.76514 -2.10968 -3.73075
C -2.21660 -2.05150 -2.46287
N -3.30334 -2.86883 -2.19213
O -1.72016 -1.36927 -1.58625
H -2.10530 -2.78649 -4.39061
H -0.89506 -1.63285 -3.93675
H -3.90999 -3.11123 -2.96029
H -3.76934 -2.64337 -1.32826
N 1.42488 -1.43879 -3.95246
C 0.97886 -0.66925 -3.21620

Forces on atoms 1 to 2 (eV/Å):
1.035 -0.303 -0.317
-0.356 -0.148 -1.034

## Properties
Energy relative to the best compared isomer or geometry (same formula, charge and spin), eV: 0.070
Charge: -1
Molar mass, g/mol: 645.28
HOMO energy (spin up / spin down), eV: -2.28 / -2.30
Gap between HOMO and LUMO (spin up / spin down), eV: 3.5 / 3.5


# 2
ORCA calculation (ωB97M-V with the def2-TZVPD basis set) on C16H19FN4O2 as an isolated structure at a distorted geometry.

Positions of all 42 atoms, in Å:
O -3.95956 -2.86405 -3.49887
C -2.80662 -2.89103 -3.21359
N -2.31071 -2.09176 -2.22437
C -0.88246 -2.02479 -1.85219
H -0.49312 -1.02523 -1.62250
C -0.68369 -2.96989 -0.75654
N -1.37516 -2.60224 0.53409
C -0.36329 -2.27727 1.55735
C 0.42176 -1.02096 1.21916
N -0.05971 0.04556 0.47602
C 1.12301 0.78391 0.73529
N 2.22484 0.24434 1.26021
O 1.64642 -0.90674 1.41489
C 1.11707 2.11437 -0.05442
C 2.35050 2.94088 0.39667
C 2.09209 3.57861 1.80095
C 3.05052 4.29442 2.22608
C 4.20946 4.64085 1.62483
C 4.36940 3.95190 0.36183
C 3.31914 3.40218 -0.16539
H 3.59612 2.98676 -1.29646
H 5.22265 4.48868 -0.06848
H 4.99351 5.12342 2.20764
H 2.90441 4.65144 3.50793
F 1.23684 2.91721 2.54046
H 0.13492 2.55744 -0.02606
H 1.30918 2.07552 -1.37194
H -1.09856 -2.08470 2.54704
H 0.22816 -2.82390 1.94623
C -2.77165 -2.40157 0.49152
H -3.03833 -2.59544 1.60988
C -2.87285 -1.06780 -0.10037
H -3.94763 -0.68793 0.42386
H -2.15938 -0.29833 0.14272
C -3.13480 -0.96606 -1.61390
H -4.19517 -1.45759 -1.67525
H -2.88606 -0.11917 -2.00909
H -3.41246 -3.05040 0.01866
H 0.39499 -3.23544 -0.50015
H -1.09137 -3.93878 -0.92485
H -0.40108 -2.16015 -2.68713
H -2.00132 -3.23629 -3.38176

Forces on atoms 1 to 2 (eV/Å):
-1.903 -1.187 -1.721
-7.310 7.016 5.410

## Properties
Energy relative to the best compared isomer or geometry (same formula, charge and spin), eV: 13.776
Charge: 0
Molar mass, g/mol: 318.35
HOMO energy, eV: -8.33
Gap between HOMO and LUMO, eV: 8.9


# 3
ORCA calculation (ωB97M-V with the def2-TZVPD basis set) on a 4-piece molecular cluster, C19H36BrClO9 overall.

Positions of all 66 atoms, in Å:
O 4.68402 3.42277 -4.66334
C 3.69541 3.88190 -5.12424
O 3.51418 4.08788 -6.47757
C 2.20522 4.50206 -6.68426
O 1.75878 4.65190 -7.77414
C 1.54427 4.68558 -5.35730
C 0.13971 5.14720 -5.20706
C -0.78417 4.01856 -4.70728
C -2.25075 4.23468 -5.07468
Cl -3.21360 4.83530 -3.68349
C 2.43792 4.31897 -4.44526
Br 2.23427 4.30502 -2.61209
H -0.20996 5.50091 -6.17819
H 0.12571 5.98181 -4.50078
H -0.69691 3.92717 -3.62399
H -0.44978 3.06968 -5.13528
H -2.36946 4.97578 -5.86248
H -2.72386 3.30730 -5.38416
C -1.22711 2.49598 -0.70016
O -0.14447 3.18924 -0.10444
C -0.51147 3.95266 1.03268
C -0.16757 3.24483 2.32571
O -0.91091 2.05187 2.48758
C -0.19321 0.87759 2.14909
H -0.80373 1.78719 -1.41089
H -1.81083 1.94769 0.04249
H -1.88598 3.18692 -1.23854
H -1.58243 4.17998 1.00906
H 0.03550 4.89971 0.98881
H -0.40859 3.90541 3.16420
H 0.90716 3.03448 2.35834
H 0.55468 0.64602 2.91671
H 0.30763 0.97683 1.18277
H -0.91018 0.06105 2.09133
C -4.43863 -4.22075 0.84134
O -3.52416 -4.58954 1.85480
C -2.17065 -4.32118 1.52762
C -1.66406 -3.05035 2.17091
O -2.33285 -1.89702 1.68092
C -3.34535 -1.41413 2.54484
H -5.43842 -4.28786 1.26731
H -4.26588 -3.19923 0.49329
H -4.37360 -4.90386 -0.01297
H -2.04622 -4.26058 0.44087
H -1.56931 -5.15971 1.89059
H -0.60035 -2.94147 1.94551
H -1.76728 -3.11638 3.25942
H -2.91022 -0.92653 3.42464
H -4.00981 -2.21663 2.87362
H -3.92216 -0.67660 1.98865
C 3.74409 -6.06529 3.01670
O 4.31509 -4.81905 2.66624
C 3.63655 -4.15442 1.61587
C 2.72063 -3.06528 2.13015
O 1.65865 -3.58682 2.91205
C 1.86271 -3.46400 4.30773
H 4.21678 -6.38803 3.94271
H 2.66558 -5.98553 3.17406
H 3.93713 -6.81582 2.24249
H 3.06147 -4.87012 1.01834
H 4.39148 -3.70179 0.96624
H 2.27859 -2.54288 1.27567
H 3.29797 -2.33702 2.70921
H 1.74289 -2.42386 4.63017
H 2.85374 -3.81719 4.60157
H 1.10612 -4.07298 4.80023

Forces on atoms 1 to 2 (eV/Å):
0.082 0.045 0.009
-0.056 0.060 0.071

## Properties
Charge: 0
Molar mass, g/mol: 523.85
HOMO energy, eV: -9.22
Gap between HOMO and LUMO, eV: 8.2
SMILES: O=C1OC(=O)C(CCCCl)=C1Br.COCCOC.COCCOC.COCCOC


Question: Number 1 is which compound?
Answer: C14H10N7OPtSe2


Question: Which value of charge does entry 3 give?
Answer: 0